DFT (wB97M-V/def2-TZVPD) results for a molecular structure, C34H42N8O2TeTl.

```
88
Properties=species:S:1:pos:R:3:forces:R:3
Tl -0.496 -0.969 0.514 -0.08 -0.03 -0.30
O 1.777 1.330 1.710 0.10 0.01 0.12
C 1.264 0.581 2.528 0.00 0.43 0.13
N -0.020 0.663 2.932 -0.12 -0.65 -0.32
C -0.793 0.540 3.931 0.10 0.42 0.19
C -0.507 1.085 5.246 0.06 -0.10 -0.04
C -1.445 1.059 6.202 -0.16 -0.04 0.00
C -2.781 0.503 5.968 0.15 0.08 0.06
C -3.106 -0.083 4.813 0.08 -0.06 -0.04
C -2.114 -0.193 3.744 -0.20 0.10 0.08
N -2.227 -0.899 2.688 0.20 -0.22 -0.13
C -3.237 -1.894 2.571 -0.11 0.08 -0.01
O -3.507 -2.621 3.488 -0.02 0.01 0.05
C -3.861 -2.062 1.217 -0.01 0.02 -0.05
C -5.085 -2.708 1.154 -0.02 -0.05 0.01
C -5.668 -2.902 -0.089 0.00 0.00 -0.01
C -4.994 -2.460 -1.214 -0.02 -0.02 -0.01
C -3.768 -1.834 -1.052 0.09 0.03 0.02
N -3.204 -1.620 0.136 -0.12 0.05 0.19
C 1.936 -0.688 2.997 -0.05 0.03 -0.02
C 2.997 -0.668 3.883 0.06 -0.02 0.00
C 3.527 -1.890 4.279 0.03 0.00 0.01
C 2.988 -3.056 3.764 -0.01 -0.01 -0.01
C 1.934 -2.965 2.864 -0.01 0.00 -0.02
N 1.404 -1.800 2.486 0.09 -0.10 0.18
H 0.461 1.539 5.410 0.00 0.00 -0.02
H -1.226 1.480 7.175 -0.04 0.00 0.01
H -3.510 0.567 6.765 0.03 0.01 0.02
H -4.083 -0.518 4.662 0.00 0.00 -0.02
H -5.553 -3.056 2.065 0.00 0.00 -0.01
H -6.624 -3.401 -0.176 0.00 0.00 0.00
H -5.401 -2.604 -2.206 0.00 0.00 0.00
H -3.207 -1.498 -1.918 0.00 0.00 0.00
H 3.392 0.266 4.261 -0.03 0.01 -0.01
H 4.348 -1.925 4.983 -0.01 -0.01 0.01
H 3.368 -4.025 4.057 -0.01 0.00 -0.01
H 1.490 -3.855 2.436 0.01 -0.01 0.01
C 1.351 -3.297 -3.997 0.00 -0.02 0.07
Te -0.153 -2.986 -2.506 -0.03 -0.04 -0.05
C -0.195 -0.956 -3.194 0.02 -0.03 0.08
C 0.908 -0.827 -4.218 -0.07 0.01 -0.01
C 1.182 0.409 -4.804 0.03 -0.02 0.01
C 2.183 0.536 -5.752 0.01 0.02 0.03
C 2.921 -0.581 -6.128 0.02 0.02 0.00
C 2.650 -1.812 -5.557 0.02 0.01 0.03
C 1.644 -1.945 -4.598 -0.01 -0.03 -0.04
H 0.974 -4.004 -4.734 -0.01 0.05 -0.04
H 2.235 -3.732 -3.535 0.00 -0.02 0.00
H -0.017 -0.291 -2.344 0.01 0.00 -0.03
H -1.171 -0.730 -3.624 0.02 -0.01 -0.03
H 0.588 1.275 -4.532 0.00 -0.01 0.01
H 2.379 1.496 -6.211 -0.01 -0.01 -0.01
H 3.693 -0.493 -6.882 -0.01 -0.01 0.00
H 3.210 -2.686 -5.868 -0.01 0.00 0.00
C -2.929 3.195 -1.465 -0.02 -0.07 0.00
C -2.496 1.831 -0.874 0.05 0.00 0.06
N -1.370 1.996 0.049 -0.07 0.14 -0.10
C -0.223 2.561 -0.666 -0.05 0.01 0.02
C -0.584 3.942 -1.270 0.04 -0.04 0.00
N -2.009 4.239 -0.897 -0.01 0.01 -0.01
C -2.151 4.287 0.598 0.00 -0.04 0.07
C -1.750 2.893 1.142 0.02 -0.05 -0.04
H -3.944 3.470 -1.185 0.00 0.03 0.00
H -2.847 3.235 -2.549 0.03 0.02 0.00
H -2.194 1.152 -1.672 0.01 0.00 -0.01
H -3.323 1.365 -0.340 -0.01 0.00 0.01
H 0.071 1.869 -1.456 0.00 0.00 0.00
H 0.609 2.642 0.034 -0.01 0.01 -0.01
H -0.521 3.959 -2.357 -0.04 0.01 -0.01
H 0.029 4.749 -0.874 -0.02 0.02 0.01
H -2.269 5.147 -1.283 0.01 0.00 0.01
H -3.183 4.549 0.822 -0.01 0.00 -0.04
H -1.506 5.084 0.964 0.02 0.01 -0.03
H -2.581 2.447 1.688 -0.01 -0.01 0.00
H -0.906 2.981 1.824 0.01 0.00 0.00
N 5.741 0.437 -1.026 0.05 0.01 0.05
C 5.000 -0.781 -1.538 -0.12 -0.10 -0.03
C 3.514 -0.486 -1.794 0.01 -0.06 0.12
N 2.600 -0.719 -0.688 0.25 0.12 0.05
H 6.704 0.210 -0.764 -0.04 0.01 -0.02
H 5.280 0.833 -0.203 0.02 -0.01 -0.03
H 5.783 1.165 -1.744 -0.02 -0.02 0.04
H 5.117 -1.553 -0.780 0.03 -0.02 -0.01
H 5.515 -1.099 -2.443 0.04 0.09 -0.01
H 3.209 -1.111 -2.634 -0.04 0.05 0.00
H 3.397 0.549 -2.132 0.01 -0.02 -0.10
H 2.775 -0.141 0.129 -0.07 0.04 -0.05
H 2.593 -1.693 -0.407 -0.06 0.00 -0.02
```
Forces are in eV/Å.

Summary:
Kohn-Sham gap	5.45	eV
electronic energy	-63917.8157	eV
E_LUMO	-8.71	eV
net charge	+3
molecular weight	926.75	g mol⁻¹

Here are the Mulliken charges for atoms 1 to 6, given in e:
1 Tl 0.99
2 O -0.66
3 C -0.49
4 N 0.71
5 C 0.22
6 C -0.86